No. 1
C5H11NO | ωB97M-V with the def2-TZVPD basis set

For the LUMO energy, the calculation gives 0.844 eV.

Positions of all 18 atoms, in Å:
O1 -1.92 0.77 -1.41
N1 -0.77 0.19 0.31
C1 0.51 -1.06 -1.62
C2 -0.76 -0.38 1.63
C3 0.42 0.47 -0.41
C4 -1.89 0.37 -0.28
C5 1.59 0.94 0.38
H1 1.31 -0.72 -2.23
H2 0.86 -1.75 -0.85
H3 -0.27 -1.52 -2.23
H4 -2.71 0.02 0.34
H5 2.43 1.15 -0.30
H6 0.18 1.05 -1.28
H7 -0.24 0.26 2.31
H8 -0.28 -1.34 1.63
H9 1.93 0.20 1.10
H10 -1.77 -0.52 1.99
H11 1.38 1.85 0.92


No. 2
C5H11NO | ωB97M-V with the def2-TZVPD basis set

For the LUMO energy, the calculation gives 0.894 eV.

Positions of all 18 atoms, in Å:
O1 -1.77 1.17 -1.22
N1 -0.66 -0.64 -0.31
C1 0.94 1.30 0.01
C2 -1.50 -0.28 1.11
C3 0.72 -0.06 -0.61
C4 1.77 -1.09 -0.18
C5 -1.72 0.01 -0.88
H1 1.60 -1.34 0.87
H2 1.71 -2.01 -0.77
H3 0.88 1.20 1.10
H4 -1.17 0.67 1.53
H5 2.79 -0.69 -0.27
H6 -1.32 -1.14 1.73
H7 1.93 1.71 -0.23
H8 -2.62 -0.16 1.10
H9 0.17 1.99 -0.33
H10 0.84 0.06 -1.71
H11 -2.56 -0.70 -0.95


No. 3
C5H11NO | ωB97M-V with the def2-TZVPD basis set

Its SMILES is CCN(C)CC=O. For the LUMO energy, the calculation gives 0.977 eV.

Positions of all 18 atoms, in Å:
O1 -1.36 0.46 2.98
N1 0.25 0.05 0.33
C1 -0.30 -1.31 0.66
C2 -1.05 1.15 0.69
C3 -0.60 0.82 2.06
C4 0.38 0.28 -1.12
C5 1.41 -0.46 -1.95
H1 2.40 -0.15 -1.63
H2 -0.24 -1.45 1.70
H3 0.33 -2.07 0.23
H4 0.39 1.46 -1.32
H5 1.42 -0.19 -3.05
H6 -2.10 0.74 0.47
H7 -0.82 2.22 0.60
H8 -0.63 -0.03 -1.40
H9 1.46 -1.58 -1.96
H10 -1.38 -1.08 0.56
H11 0.45 1.13 2.16


No. 4
C5H11NO | ωB97M-V with the def2-TZVPD basis set

Its SMILES is CC/C(C)=[N+](\C)[O-]. For the LUMO energy (spin up / spin down), the calculation gives 0.328 / 0.505 eV.

Positions of all 18 atoms, in Å:
O1 -2.54 -0.78 -0.36
N1 -1.60 -0.09 0.04
C1 -1.50 1.26 -0.62
C2 1.04 0.14 0.68
C3 0.03 -0.80 0.15
C4 0.05 -2.17 0.48
C5 1.55 1.06 -0.35
H1 -0.94 1.96 0.02
H2 0.47 0.65 1.53
H3 2.50 0.84 -0.74
H4 1.61 2.03 0.06
H5 0.70 -2.36 1.33
H6 0.79 1.12 -1.13
H7 -0.93 1.20 -1.56
H8 1.71 -0.37 1.32
H9 -2.47 1.49 -0.86
H10 0.44 -2.53 -0.48
H11 -0.93 -2.66 0.51


No. 5
C5H11NO | ωB97M-V with the def2-TZVPD basis set

Its SMILES is CCCCC(N)=O. For the LUMO energy, the calculation gives 0.860 eV.

Positions of all 18 atoms, in Å:
O1 -1.16 0.34 2.59
N1 -2.43 1.92 1.48
C1 1.86 -1.75 -1.60
C2 0.30 -0.50 0.22
C3 -1.48 0.91 1.59
C4 1.29 -0.42 -0.96
C5 -0.66 0.70 0.22
H1 0.72 0.23 -1.77
H2 0.76 -0.43 1.19
H3 1.12 -2.31 -2.19
H4 -2.91 2.15 0.59
H5 2.19 0.05 -0.55
H6 -0.07 -1.50 0.25
H7 -2.79 2.54 2.33
H8 -1.38 0.63 -0.64
H9 2.77 -1.85 -2.22
H10 -0.02 1.63 0.06
H11 1.88 -2.36 -0.60


No. 6
C5H11NO | ωB97M-V with the def2-TZVPD basis set

Its SMILES is C=CC/C=C\N.O. For the LUMO energy, the calculation gives 0.840 eV.

Positions of all 18 atoms, in Å:
O1 -4.16 2.77 1.54
N1 1.91 -2.69 0.74
C1 0.63 1.16 -2.19
C2 0.79 0.28 0.19
C3 0.48 -1.10 -0.37
C4 0.84 1.35 -0.88
C5 0.67 -2.29 0.24
H1 0.39 1.99 -2.82
H2 -0.17 -2.95 0.41
H3 1.83 0.25 0.54
H4 1.10 2.35 -0.54
H5 -0.40 -1.16 -1.02
H6 -3.72 2.38 2.31
H7 1.91 -3.27 1.56
H8 0.12 0.38 1.04
H9 -5.08 2.52 1.64
H10 2.71 -2.81 0.15
H11 0.65 0.12 -2.51


No. 7
C5H11NO | ωB97M-V with the def2-TZVPD basis set

Its SMILES is CCCCC(N)=O. For the LUMO energy, the calculation gives 0.933 eV.

Positions of all 18 atoms, in Å:
O1 -1.33 -1.56 1.40
N1 0.58 -0.56 2.02
C1 -0.77 1.71 -0.12
C2 -0.04 -0.49 -1.30
C3 -0.21 -1.21 1.11
C4 0.43 -1.49 -0.23
C5 0.26 0.99 -1.00
H1 0.19 -2.51 -0.51
H2 1.27 1.04 -0.56
H3 -1.75 1.34 -0.44
H4 1.46 -0.10 1.84
H5 0.08 -0.24 2.84
H6 -1.11 -0.56 -1.31
H7 -0.69 2.78 -0.30
H8 1.50 -1.40 -0.17
H9 0.32 1.47 -1.98
H10 0.40 -0.77 -2.25
H11 -0.58 1.55 0.94


No. 8
C5H11NO | ωB97M-V with the def2-TZVPD basis set

Its SMILES is CCN[C@@H](C)C=O. For the LUMO energy, the calculation gives 0.904 eV.

Positions of all 18 atoms, in Å:
O1 -1.63 -1.25 -0.40
N1 1.00 0.49 0.56
C1 0.49 0.01 -0.77
C2 -1.36 1.23 1.22
C3 -0.47 -1.14 -0.69
C4 1.72 -0.40 -1.55
C5 0.14 1.03 1.59
H1 0.02 0.91 -1.17
H2 -1.81 1.72 2.08
H3 -1.82 0.25 1.21
H4 2.42 0.43 -1.59
H5 0.00 -2.06 -1.11
H6 1.46 -0.81 -2.52
H7 -1.46 1.75 0.27
H8 0.23 0.40 2.47
H9 2.31 -1.11 -0.95
H10 0.45 2.03 1.93
H11 1.67 -0.20 0.85


No. 9
C5H11NO | ωB97M-V with the def2-TZVPD basis set

For the LUMO energy (spin up / spin down), the calculation gives 0.623 / 0.631 eV.

Positions of all 18 atoms, in Å:
O1 1.94 -0.80 -1.59
N1 -0.08 0.46 0.62
C1 0.50 0.50 1.83
C2 -1.53 0.16 0.47
C3 2.01 0.33 -0.72
C4 -1.88 -0.93 -0.55
C5 0.64 0.87 -0.43
H1 -1.91 -0.08 1.46
H2 -1.60 -1.93 -0.19
H3 -2.96 -0.93 -0.71
H4 0.10 1.35 -1.24
H5 -1.99 1.10 0.16
H6 0.33 -0.27 2.57
H7 1.23 1.28 1.99
H8 1.45 -1.48 -1.11
H9 2.55 0.07 0.20
H10 -1.39 -0.76 -1.51
H11 2.61 1.07 -1.26


No. 10
C5H11NO | ωB97M-V with the def2-TZVPD basis set

For the LUMO energy, the calculation gives 0.851 eV.

Positions of all 18 atoms, in Å:
O1 1.07 1.09 -0.78
N1 0.73 1.58 1.40
C1 -0.81 -1.17 0.89
C2 1.27 0.82 0.40
C3 2.35 -0.14 0.84
C4 -2.54 -1.09 -1.10
C5 -1.50 -1.08 -0.09
H1 0.04 1.18 -2.49
H2 -2.90 -0.07 -1.26
H3 -0.01 2.21 1.15
H4 -0.34 -1.39 1.81
H5 -2.14 -1.52 -2.02
H6 -0.49 1.15 -3.09
H7 0.78 1.29 2.36
H8 3.31 0.20 0.47
H9 2.41 -0.24 1.92
H10 -3.39 -1.70 -0.79
H11 2.14 -1.12 0.41


No. 11
C5H11NO | ωB97M-V with the def2-TZVPD basis set

Its SMILES is C=CC[C@@H](N)CO. For the LUMO energy, the calculation gives 1.019 eV.

Positions of all 18 atoms, in Å:
O1 -2.64 -0.33 1.04
N1 -1.23 1.53 -0.65
C1 2.79 -0.29 0.70
C2 -1.52 -0.70 0.27
C3 1.68 -0.77 0.16
C4 0.73 0.00 -0.71
C5 -0.51 0.42 0.07
H1 -0.62 1.83 -1.41
H2 -0.21 0.78 1.05
H3 1.33 -1.74 0.49
H4 3.09 0.74 0.51
H5 3.25 -0.84 1.50
H6 1.22 0.92 -1.02
H7 -2.00 1.07 -1.13
H8 -2.96 0.50 0.67
H9 -1.05 -1.54 0.78
H10 0.49 -0.60 -1.59
H11 -1.84 -0.98 -0.75


No. 12
C5H11NO | ωB97M-V with the def2-TZVPD basis set

Its SMILES is NCCCCC=O. For the LUMO energy, the calculation gives 0.911 eV.

Positions of all 18 atoms, in Å:
O1 0.57 -1.08 2.26
N1 0.32 1.59 -2.47
C1 -0.84 0.22 -0.09
C2 1.19 1.19 -1.39
C3 -1.39 -0.87 0.88
C4 -0.47 -1.53 1.84
C5 0.67 0.12 -0.44
H1 1.22 0.10 0.49
H2 -0.46 2.14 -2.15
H3 0.04 0.94 -3.19
H4 -1.37 0.18 -1.04
H5 -0.70 -2.57 2.14
H6 0.78 -0.87 -0.83
H7 1.29 2.10 -0.78
H8 -0.93 1.18 0.42
H9 -1.96 -1.61 0.33
H10 2.18 0.92 -1.75
H11 -2.15 -0.26 1.38